(1)
Molecular formula: C12H18O11Pt
Method: DFT, the ωB97M-V functional and the def2-TZVPD basis

```
42
Properties=species:S:1:pos:R:3:forces:R:3
Pt -0.8895 -0.0557 1.1333 -1.715 -2.761 -0.293
C -2.9445 1.1140 -2.3681 0.406 0.306 -0.310
C -3.3282 0.3575 -1.0992 -3.303 -3.877 -1.278
O -4.3002 -0.4783 -1.0457 2.327 3.074 -0.714
O -2.5365 0.4742 -0.1364 1.805 1.186 2.141
H -3.3906 0.7407 -3.2900 -0.398 -0.074 0.339
H -1.8664 1.0606 -2.5198 0.189 -0.354 0.244
H -3.0897 2.1919 -2.2959 -0.480 0.043 0.197
C -3.1338 -1.6449 4.1097 -1.299 -1.204 0.140
C -3.0301 -2.2423 2.7042 -0.502 -2.771 -0.098
O -2.2721 -1.5906 1.9211 0.928 0.756 -1.245
O -3.5191 -3.3880 2.4021 1.148 3.518 1.350
H -4.1471 -1.8630 4.4471 -0.251 0.324 0.043
H -2.9044 -0.5894 4.2559 0.274 -0.235 -0.322
H -2.5644 -2.3281 4.7398 0.510 0.339 0.099
C 1.1536 2.1500 3.9509 0.324 -0.188 1.260
C 0.4358 1.0732 3.1825 -1.746 0.938 -0.807
O -0.7866 1.1550 2.9146 -2.993 2.733 1.346
O 0.9328 0.1809 2.5231 4.471 -2.605 -1.079
H 1.3905 1.9407 4.9940 -0.021 -0.976 0.070
H 0.5428 3.0333 4.1376 -0.007 0.109 -1.002
H 2.1395 2.3178 3.5172 -0.295 0.342 -0.320
C 0.0582 -2.6349 -2.4024 -0.151 0.591 -0.134
C -0.8743 -2.4081 -1.1969 -4.127 -2.710 -0.590
O -0.3922 -1.6785 -0.3007 1.499 2.038 1.467
O -2.0238 -2.9695 -1.1446 3.388 1.432 -0.718
H 0.5221 -3.6208 -2.4326 -0.187 -0.039 0.160
H 0.8367 -1.8723 -2.3815 0.234 -0.073 0.124
H -0.4917 -2.4657 -3.3282 -0.196 -0.285 0.010
C 3.9290 -0.0597 -2.7147 -1.380 0.307 -0.097
C 3.5820 0.9135 -1.5748 3.092 -0.493 -2.624
C 3.2517 2.3093 -2.0557 0.455 -0.238 0.094
O 1.9380 2.4766 -1.5317 -1.450 2.014 -0.904
C 1.4534 1.3533 -1.0242 -2.614 -0.461 4.217
O 0.3474 1.1602 -0.4152 4.608 1.804 -3.665
O 2.4793 0.5412 -0.9359 -2.743 -3.574 2.226
H 4.6401 0.4345 -3.3767 0.629 -0.623 0.251
H 3.0585 -0.2411 -3.3451 -0.362 0.292 -0.042
H 4.1103 -1.0522 -2.3020 0.881 0.175 -0.169
H 4.4633 0.8322 -0.9385 -0.235 0.537 0.608
H 3.2367 2.3749 -3.1436 -0.122 0.161 0.049
H 3.9836 2.9975 -1.6327 -0.592 0.522 -0.022
```
Forces are in eV/Å.

Calculated values
Kohn-Sham gap (alpha / beta) = 6.966 / 5.088 eV
expectation value of S² = 3.7603
HOMO level (alpha / beta) = -5.03 / -4.93 eV
net charge = -1
F_max = 6.158 eV/A
spin multiplicity = 4

(2)
Molecular formula: C4H5FNO4S2
Method: DFT, the ωB97M-V functional and the def2-TZVPD basis

```
17
Properties=species:S:1:pos:R:3:forces:R:3
C -0.9175 0.1117 1.7731 -1.673 -1.277 2.021
C -0.3369 0.8069 0.9615 2.063 0.727 -1.592
C -1.6228 -0.9613 2.4894 -1.099 1.624 0.708
C 0.7418 1.5190 0.2663 -4.288 -0.282 0.357
N 0.3002 1.7848 -2.6572 -1.933 0.548 -0.507
O 0.7524 -2.1759 -0.5122 0.996 -1.937 1.901
O 0.9726 -0.8772 -2.4768 -0.321 0.228 -0.746
O 2.6480 0.8892 -2.7160 0.359 -0.760 -0.225
O 1.4184 0.5373 -0.5197 1.213 0.799 0.093
F -1.2078 -1.9775 -1.9563 0.633 0.722 0.280
S 0.1454 -1.0789 -1.1349 -3.030 -1.407 -0.439
S 1.2608 0.7885 -2.3309 2.979 2.378 -1.139
H -1.0597 -1.1857 3.4434 -0.862 -0.195 -1.179
H -1.8796 -1.7785 1.8430 0.733 -1.242 -0.329
H -2.6875 -0.6278 2.7021 1.280 0.019 0.468
H 1.2753 1.8932 1.0920 1.646 0.502 0.722
H 0.1969 2.3323 -0.2670 1.304 -0.449 -0.395
```
Forces are in eV/Å.

Calculated values
Kohn-Sham gap (alpha / beta) = 3.294 / 4.376 eV
expectation value of S² = 2.0176
HOMO level (alpha / beta) = 0.13 / -5.35 eV
net charge = -1
F_max = 4.312 eV/A
spin multiplicity = 3

(3)
Molecular formula: C4H6EuLiO2
Method: DFT, the ωB97M-V functional and the def2-TZVPD basis

```
14
Properties=species:S:1:pos:R:3:forces:R:3
O 1.6757 1.1813 0.6188 -0.206 -0.578 -0.936
C 0.7689 1.0061 1.6553 -0.768 -0.422 -0.419
C -0.1502 1.9743 1.9147 0.374 -0.191 -0.249
Eu 1.9401 -1.0876 1.0249 0.074 1.737 1.006
Li 0.2838 1.6970 -0.7542 0.465 -0.130 1.315
H -0.0465 2.9879 1.4900 -0.007 -0.261 0.105
H -0.9231 1.8427 2.6741 0.320 -0.002 -0.246
C -0.3122 -1.4102 -1.5364 -1.007 0.241 -0.273
C -1.3167 -0.7792 -0.9222 0.550 -0.315 -0.253
O 0.6825 -2.0541 -0.8212 0.214 -0.320 -0.016
H -0.2369 -1.5405 -2.6162 0.020 0.193 0.244
H -2.0903 -0.3177 -1.5361 0.214 -0.117 0.236
H -1.4174 -0.7870 0.1649 0.018 0.170 -0.298
H 1.1422 -2.7130 -1.3563 -0.262 -0.006 -0.214
```
Forces are in eV/Å.

Calculated values
Kohn-Sham gap (alpha / beta) = 6.304 / 6.407 eV
expectation value of S² = 15.7633
HOMO level (alpha / beta) = -10.37 / -10.46 eV
net charge = +1
F_max = 2.009 eV/A
ΔE to the lowest compared entry with this formula, charge and spin = 0.00 kcal per mole
spin multiplicity = 8

(4)
Molecular formula: CH5N2O
Method: DFT, the ωB97M-V functional and the def2-TZVPD basis

```
9
Properties=species:S:1:pos:R:3:forces:R:3
C 1.0178 -0.6977 -3.4228 1.479 -3.401 -1.251
N 0.6195 0.5103 -3.3853 -2.004 6.453 -2.301
N -1.0799 0.0889 0.1098 -1.660 0.801 -2.015
O 0.1397 -0.4345 -2.4379 -1.586 -1.301 2.472
H -1.0919 1.0808 0.0235 0.712 1.223 0.323
H -0.1475 1.0221 -3.9874 2.010 -1.717 1.094
H -0.9241 -0.2773 -0.8043 0.157 -0.408 -1.695
H -1.9932 -0.1614 0.3811 -1.447 -0.822 0.865
H -0.3856 -0.3245 0.6207 2.339 -0.829 2.507
```
Forces are in eV/Å.

Calculated values
Kohn-Sham gap = 10.486 eV
HOMO level = -14.70 eV
net charge = +1
F_max = 7.138 eV/A
ΔE to the lowest compared entry with this formula, charge and spin = 129.63 kcal per mole
spin multiplicity = 1

(5)
Molecular formula: C26H21Cl5N9OS3Tl
Method: DFT, the ωB97M-V functional and the def2-TZVPD basis

```
66
Properties=species:S:1:pos:R:3:forces:R:3
Tl -0.8731 1.2622 1.5821 -0.395 -0.432 1.515
N -0.0950 4.6236 3.4865 -0.109 -0.088 -0.073
C -0.8021 3.7050 4.1793 -0.076 0.206 0.197
N -0.7730 2.4169 3.9404 0.054 -0.196 -0.377
C -1.5997 1.7319 4.8258 -0.069 0.091 0.060
C -2.2431 2.5122 5.7203 -0.057 -0.002 -0.014
S -1.8364 4.1698 5.4875 0.152 -0.057 -0.072
C -1.6924 0.2730 4.7450 0.034 -0.097 0.126
C -2.1584 -0.5218 5.7310 0.000 0.032 0.047
S -2.0522 -2.1768 5.2757 0.027 0.048 -0.132
C -1.3711 -1.6929 3.7553 -0.013 -0.263 0.176
N -1.2447 -0.3928 3.6069 0.074 0.324 -0.186
N -0.9731 -2.6132 2.8558 -0.095 0.385 -0.071
H 0.5157 4.3337 2.7453 0.077 0.014 0.053
H -0.1365 5.5971 3.7264 0.032 0.013 -0.026
H -2.9386 2.2229 6.4895 -0.013 -0.013 -0.015
H -2.5324 -0.2391 6.7001 0.030 0.010 0.010
H -1.2353 -3.5726 2.9945 -0.016 -0.010 -0.084
H -0.7662 -2.2834 1.9173 0.190 -0.223 -0.040
N 3.4601 -0.2440 2.9742 -0.021 0.022 0.132
C 2.2706 0.3475 2.8326 -0.227 0.268 -0.142
N 2.0479 0.6165 1.5636 0.376 -0.007 -0.323
C 3.1934 0.1480 0.9463 -0.343 -0.026 0.418
N 4.0555 -0.3682 1.7927 0.324 -0.239 -0.201
C 3.6073 0.2271 -0.4686 -0.351 0.364 -0.029
C 4.9642 0.2207 -0.8125 0.038 0.008 0.016
N 5.3917 0.3871 -2.0464 0.100 -0.015 -0.002
C 4.4882 0.6273 -2.9979 -0.026 0.277 0.002
C 3.1421 0.6301 -2.7328 0.295 -0.006 0.164
N 2.7092 0.3655 -1.4731 -0.438 0.008 -0.306
H 3.9156 -0.5822 3.8083 -0.012 0.010 0.005
H 1.5962 0.6039 3.6358 0.072 -0.149 0.114
H 5.7085 0.0841 -0.0390 -0.057 -0.033 0.039
H 4.8553 0.8057 -4.0000 -0.031 -0.009 -0.013
H 2.3794 0.7720 -3.4831 -0.004 -0.131 -0.018
Cl 1.3551 4.4400 -3.0502 0.176 0.053 0.001
C 0.0374 3.4351 -2.6604 -1.318 -0.630 0.269
C 0.2268 2.2360 -2.1547 -0.878 2.566 -1.184
C -1.7031 1.1949 -1.7532 -2.274 2.782 -0.887
Cl -0.1250 0.8029 -1.5695 1.783 -4.731 1.482
C -2.7721 1.8800 -2.0843 1.462 1.108 -0.403
Cl -4.3348 1.2573 -1.8566 -0.069 -0.125 0.016
C -2.5388 3.2528 -2.6651 -0.552 0.040 -0.011
Cl -3.9941 4.0583 -3.0602 -0.170 -0.016 0.004
C -1.3726 3.9056 -2.8982 0.254 0.416 -0.197
Cl -1.4574 5.4857 -3.5619 0.086 0.058 -0.024
C -2.5526 -4.9551 -4.3662 0.064 -0.013 0.055
C -1.5725 -4.1366 -3.5773 0.023 -0.008 -0.103
C -1.0697 -2.9386 -4.0711 0.010 0.004 -0.072
C -0.2090 -2.1453 -3.3258 -0.002 0.267 0.521
C 0.1579 -2.5437 -2.0437 -0.024 -0.407 0.507
C -0.2834 -3.7828 -1.5693 -0.037 0.130 -0.031
C -1.1451 -4.5572 -2.3199 0.052 -0.035 0.064
S 1.0794 -1.7105 -0.7037 -0.702 2.539 -0.233
C 1.3339 0.0491 -1.2596 2.432 -2.664 0.596
O -0.0148 -1.4967 0.3632 0.578 -0.584 -0.359
H -2.6659 -4.5716 -5.3776 -0.028 -0.022 -0.008
H -3.5287 -4.9442 -3.8785 -0.016 0.015 -0.032
H -2.2325 -5.9956 -4.4197 0.005 0.001 -0.032
H -1.3605 -2.6067 -5.0599 -0.015 0.007 0.004
H 0.0948 -1.1942 -3.7372 0.318 -0.013 -0.156
H 0.0321 -4.1150 -0.5872 -0.064 -0.079 -0.006
H -1.4999 -5.4998 -1.9219 0.023 -0.014 -0.008
H -0.5353 -0.2824 -1.0263 -0.698 -1.631 0.280
H -0.1788 0.2499 -2.7739 -0.300 0.077 -0.494
H -0.1484 1.2314 -0.2950 0.361 0.828 -0.510
```
Forces are in eV/Å.

Calculated values
Kohn-Sham gap (alpha / beta) = 5.731 / 5.732 eV
HOMO level (alpha / beta) = -12.45 / -12.45 eV
net charge = +2
F_max = 5.268 eV/A
ΔE to the lowest compared entry with this formula, charge and spin = 350.09 kcal per mole
spin multiplicity = 1

(6)
Molecular formula: C6H13OP
Method: DFT, the ωB97M-V functional and the def2-TZVPD basis

```
21
Properties=species:S:1:pos:R:3:forces:R:3
C -3.3725 2.1123 -0.6287 2.308 -1.243 0.554
C 0.9820 0.9207 0.6026 -0.119 -0.149 -0.165
C 1.7767 -1.2883 -0.2922 -0.194 0.066 0.039
C 0.5768 0.3206 -1.7845 -0.104 -0.102 0.130
C -0.9757 -1.0637 1.8357 -0.084 -0.056 -0.385
C 0.6745 -0.2269 -0.3604 -0.209 -0.076 0.064
O -2.3859 1.4734 -0.3827 -2.053 1.682 -0.466
P -0.9833 -1.0630 -0.0122 0.366 -0.227 0.106
H -4.3592 1.6616 -0.8390 -0.308 -0.163 -0.064
H 1.8599 1.4646 0.2514 0.089 0.063 -0.011
H 0.1426 1.6131 0.6410 -0.001 0.131 0.068
H 1.1925 0.5609 1.6072 -0.009 -0.005 0.095
H 1.5678 -2.1023 -0.9832 0.036 -0.114 -0.063
H 1.8689 -1.7047 0.7106 0.015 -0.044 0.062
H 2.7359 -0.8479 -0.5629 0.150 0.071 -0.031
H 1.5306 0.7409 -2.0998 0.133 0.056 -0.044
H 0.3008 -0.4692 -2.4825 -0.010 -0.037 -0.111
H -0.1810 1.0996 -1.8328 -0.039 0.093 -0.094
H -1.0587 -0.0451 2.2096 0.022 0.066 0.142
H -0.0617 -1.5184 2.2189 0.034 0.018 0.101
H -1.8309 -1.6383 2.1840 -0.023 -0.029 0.076
```
Forces are in eV/Å.

Calculated values
Kohn-Sham gap (alpha / beta) = 7.012 / 8.717 eV
HOMO level (alpha / beta) = -7.33 / -8.67 eV
net charge = 0
F_max = 2.694 eV/A
ΔE to the lowest compared entry with this formula, charge and spin = 63.16 kcal per mole
spin multiplicity = 1

(7)
Molecular formula: C5H10O
Method: DFT, the ωB97M-V functional and the def2-TZVPD basis

```
16
Properties=species:S:1:pos:R:3:forces:R:3
C -0.9734 -0.1090 -1.6691 -0.065 0.012 -0.285
C -0.9615 -0.6659 0.7084 -0.093 -0.005 0.261
C 0.4026 -0.2552 1.1950 0.188 0.048 0.073
C 1.6715 -0.4350 0.3768 0.019 0.005 -0.063
C -0.6581 0.7332 0.8143 -0.066 0.003 0.139
O -0.5685 1.2855 -0.5569 0.232 -0.004 -0.110
H -0.5586 0.4984 -2.4791 -0.093 -0.052 0.120
H -2.0548 -0.1077 -1.6480 0.159 -0.035 0.053
H -0.5374 -1.0946 -1.6146 -0.021 0.184 0.045
H -1.6671 -1.1610 1.3729 0.082 0.068 -0.117
H 0.6135 -0.2829 2.2702 -0.073 -0.008 -0.155
H 2.4295 0.3187 0.6318 -0.110 -0.108 -0.017
H 2.1145 -1.4209 0.5582 -0.074 0.123 -0.009
H 1.4809 -0.3726 -0.7014 0.025 -0.016 0.155
H -1.0744 1.4915 1.4720 0.046 -0.155 -0.097
H 0.3392 1.5961 -0.7319 -0.158 -0.059 0.007
```
Forces are in eV/Å.

Calculated values
Kohn-Sham gap = 7.643 eV
HOMO level = -6.96 eV
net charge = 0
F_max = 0.292 eV/A
ΔE to the lowest compared entry with this formula, charge and spin = 144.47 kcal per mole
spin multiplicity = 1

(8)
Molecular formula: C16H14HgN2O2S
Method: DFT, the ωB97M-V functional and the def2-TZVPD basis

```
36
Properties=species:S:1:pos:R:3:forces:R:3
C 4.6397 -1.6252 1.2495 -1.838 0.891 0.444
S 4.8432 -0.7084 -0.3812 4.736 -1.938 -0.978
O 6.0718 0.1500 -0.2154 -3.924 -1.268 -0.353
O 4.9293 -1.6789 -1.5314 -1.453 2.802 2.969
C 3.3168 0.3969 -0.4891 -1.654 0.771 -0.050
C 3.4966 1.7354 -1.2598 -2.539 -0.016 1.008
N 2.4343 2.6771 -1.3840 0.123 -4.012 2.139
C 1.2268 2.2587 -0.7323 0.086 -1.014 0.181
C -0.0142 3.2258 -0.7998 -1.409 -1.761 1.211
C -1.4110 2.8899 -0.1784 3.581 -3.722 1.460
C -1.5452 1.5064 0.5439 2.264 1.022 -0.930
C -2.9034 0.9710 1.2193 0.308 -1.142 -1.617
C -3.0235 -0.5665 0.7239 0.244 -1.559 -0.464
C -2.9632 -1.7961 1.6759 -0.238 -1.100 -4.436
C -3.0511 -3.2098 0.9960 -0.088 3.134 -0.719
C -3.2096 -3.3839 -0.5739 0.194 3.427 -0.152
C -3.2693 -2.1437 -1.5461 0.568 0.522 4.930
C -3.1716 -0.7417 -0.8509 0.285 -3.237 0.035
C -0.3036 0.5548 0.6340 -0.656 1.828 -1.436
C 1.1152 0.8940 -0.0185 -1.685 0.623 0.333
N 2.1355 -0.1008 0.1427 1.033 5.307 -2.934
H 3.5503 -2.0164 1.2899 1.956 0.323 -0.226
H 4.6904 -0.7990 2.0521 0.300 -1.355 -1.250
H 5.4144 -2.4496 1.3837 -0.951 1.349 -0.586
H 4.5122 2.0036 -1.7300 -1.763 -0.543 0.862
H 0.1148 4.2325 -1.3348 0.084 -1.565 0.987
H -2.3044 3.6331 -0.2472 1.904 -1.496 1.542
H -3.7860 1.5123 0.6971 1.360 -0.647 1.153
H -2.9318 1.0796 2.3538 0.044 -0.078 -1.622
H -2.8241 -1.6541 2.8019 -0.327 -0.353 -1.888
H -3.0054 -4.1429 1.6724 -0.108 1.661 -1.351
H -3.2602 -4.4153 -1.0827 0.077 1.679 1.265
H -3.3518 -2.2530 -2.6876 0.101 0.176 2.128
H -3.1818 0.1699 -1.5542 -0.075 -1.420 1.498
H -0.4111 -0.4470 1.2017 0.234 1.893 -0.810
Hg -2.5691 4.2414 -2.0404 -0.773 0.822 -2.344
```
Forces are in eV/Å.

Calculated values
Kohn-Sham gap = 3.073 eV
HOMO level = -14.81 eV
net charge = +2
F_max = 6.151 eV/A
spin multiplicity = 1